Entry 1:
Formula: C26H43IN5O6OsPS
Source: the OMol25 dataset
Level of theory: ωB97M-V/def2-TZVPD

XYZ file:
```
84
Properties=species:S:1:pos:R:3
Os -0.7029 -0.4364 1.0575
N -2.5873 -1.4053 0.8105
C -3.1608 -1.9116 2.0675
C -3.0465 -0.7584 3.0308
N -1.6291 -0.3009 2.9978
C -1.4651 1.0507 3.5979
C -1.8367 2.0614 2.5393
N -1.0501 1.6913 1.3497
H -3.2099 -0.7136 0.3332
H -2.5023 -2.1666 0.1382
H -2.5754 -2.7693 2.4024
H -4.1960 -2.2254 1.9351
H -3.3198 -1.0236 4.0520
H -3.6814 0.0651 2.7046
H -1.0777 -0.9523 3.5537
H -0.4183 1.1548 3.8855
H -2.0809 1.1378 4.4942
H -1.6218 3.0784 2.8664
H -2.8945 2.0127 2.2827
H -0.1066 2.0689 1.4225
H -1.4400 2.0975 0.4908
N 2.4516 -1.9851 -0.2299
C 1.6037 -2.8320 0.3268
S -0.1187 -2.5899 0.1817
N 2.0342 -3.9064 0.9593
C 3.4128 -4.2972 1.0864
C 4.1513 -4.6138 -0.0454
C 5.4808 -4.9820 0.1016
C 6.0506 -5.0505 1.3656
C 5.2945 -4.7503 2.4904
C 3.9697 -4.3643 2.3555
H 2.0974 -1.1926 -0.7401
H 3.4502 -2.1240 -0.1565
H 1.3328 -4.4526 1.4388
H 3.6899 -4.6000 -1.0250
H 6.0642 -5.2359 -0.7727
H 7.0835 -5.3508 1.4750
H 5.7356 -4.8173 3.4754
H 3.3722 -4.1221 3.2256
C -1.7795 4.6500 -1.8420
C -2.7612 3.5358 -1.5345
C -3.5145 3.7861 -0.2390
C -3.7132 3.3034 -2.6924
O -1.8903 2.3432 -1.3097
P -2.3168 0.8276 -1.4801
O -3.6059 0.4951 -0.8104
O -1.1218 0.0757 -0.8071
O -2.2164 0.5456 -3.0031
C -2.8151 -0.5840 -3.7604
C -2.6507 -1.8740 -2.9731
C -4.2760 -0.2586 -4.0095
C -2.0155 -0.6191 -5.0483
H -2.3185 5.5883 -1.9712
H -1.2307 4.4355 -2.7581
H -1.0657 4.7746 -1.0265
H -4.1631 4.6542 -0.3537
H -2.8194 4.0034 0.5765
H -4.1326 2.9253 0.0169
H -4.2749 4.2208 -2.8674
H -4.4264 2.5093 -2.4696
H -3.1676 3.0552 -3.6012
H -3.2754 -1.8587 -2.0776
H -1.6063 -2.0315 -2.6979
H -2.9765 -2.7119 -3.5888
H -4.8201 -0.1641 -3.0698
H -4.7287 -1.0597 -4.5943
H -4.3709 0.6687 -4.5734
H -0.9670 -0.8374 -4.8470
H -2.0809 0.3394 -5.5615
H -2.4139 -1.3911 -5.7062
I 7.5715 -0.0485 4.1350
C 5.6169 -0.1035 3.4482
C 4.6910 -0.9384 4.0710
C 3.3890 -0.9770 3.6116
C 3.0108 -0.1835 2.5278
C 3.9399 0.6541 1.9085
C 5.2417 0.6948 2.3692
C 1.6519 -0.2527 2.0175
O 0.7541 -1.0023 2.5328
O 1.2453 0.4073 0.9979
H 4.9905 -1.5496 4.9107
H 2.6621 -1.6221 4.0877
H 3.6382 1.2689 1.0705
H 5.9656 1.3431 1.8958
```

Computed properties:
* 2S+1: 1
* Kohn-Sham gap: 7.21 eV
* charge: +2
* energy above the lowest of the compared OMol25 structures with the same formula, charge and spin: 0.0 kJ/mol

Atomic partial charges in e from the Mulliken method, atoms 1 to 8: number 1, Os, carries 5.080; number 2, N, carries -1.015; number 3, C, carries -0.887; number 4, C, carries -0.623; number 5, N, carries -0.650; number 6, C, carries -1.132; number 7, C, carries -0.464; number 8, N, carries -0.373

Entry 2:
Formula: C6H11IN
Source: the OMol25 dataset
Level of theory: ωB97M-V/def2-TZVPD

XYZ file:
```
19
Properties=species:S:1:pos:R:3
C 0.9747 0.9760 0.9726
C -0.1758 0.2652 0.2270
C -1.4574 1.0987 0.2656
N 0.2198 -0.1067 -1.2144
C -0.1771 -1.5463 -1.0555
C 0.6213 -2.0548 0.1392
C -0.5049 -1.1903 0.6471
I -2.0484 -2.1508 1.7060
H 1.8872 0.3517 1.0301
H 0.5568 1.1621 1.9719
H 1.5400 1.9410 0.6075
H -1.0987 2.2245 0.1629
H -1.8626 1.0995 1.2807
H -2.1907 0.8198 -0.5759
H 1.0911 0.1427 -1.6139
H -0.5135 0.4759 -1.7431
H -0.7411 -2.0918 -1.9138
H 0.3499 -3.0690 0.2884
H 1.6680 -1.9576 0.2086
```

Computed properties:
* 2S+1: 1
* Kohn-Sham gap: 9.78 eV
* SMILES string: CC1(C)[NH2+][C@H]2C[C@]21I
* charge: +1
* energy above the lowest of the compared OMol25 structures with the same formula, charge and spin: 230.8 kJ/mol

Atomic partial charges in e from the Mulliken method, atoms 1 to 8: number 1, C, carries -1.395; number 2, C, carries 1.115; number 3, C, carries -1.508; number 4, N, carries -0.093; number 5, C, carries -0.171; number 6, C, carries -0.845; number 7, C, carries -0.305; number 8, I, carries 0.268

Entry 3:
Formula: CH5N2S
Source: the OMol25 dataset
Level of theory: ωB97M-V/def2-TZVPD

XYZ file:
```
9
Properties=species:S:1:pos:R:3
C 0.7334 -0.3298 0.6108
N 1.0951 -0.9425 -0.5021
N -1.3239 0.6872 -0.1169
S 2.0484 0.5180 0.0609
H 0.5337 -0.6736 1.5999
H 1.5069 -1.8798 -0.6059
H -1.6152 1.6012 0.3214
H -2.0939 0.1401 -0.3124
H -0.8845 0.8792 -1.0557
```

Computed properties:
* 2S+1: 1
* Kohn-Sham gap: 8.83 eV
* charge: +1
* energy above the lowest of the compared OMol25 structures with the same formula, charge and spin: 310.2 kJ/mol

Atomic partial charges in e from the Mulliken method, atoms 1 to 8: number 1, C, carries 0.275; number 2, N, carries -0.328; number 3, N, carries -0.681; number 4, S, carries 0.147; number 5, H, carries 0.387; number 6, H, carries 0.319; number 7, H, carries 0.290; number 8, H, carries 0.259

What is the 2S+1 in the first record?
1

Please write out number 2 again, unchanged.
Formula: C6H11IN
Source: the OMol25 dataset
Level of theory: ωB97M-V/def2-TZVPD

XYZ file:
```
19
Properties=species:S:1:pos:R:3
C 0.9747 0.9760 0.9726
C -0.1758 0.2652 0.2270
C -1.4574 1.0987 0.2656
N 0.2198 -0.1067 -1.2144
C -0.1771 -1.5463 -1.0555
C 0.6213 -2.0548 0.1392
C -0.5049 -1.1903 0.6471
I -2.0484 -2.1508 1.7060
H 1.8872 0.3517 1.0301
H 0.5568 1.1621 1.9719
H 1.5400 1.9410 0.6075
H -1.0987 2.2245 0.1629
H -1.8626 1.0995 1.2807
H -2.1907 0.8198 -0.5759
H 1.0911 0.1427 -1.6139
H -0.5135 0.4759 -1.7431
H -0.7411 -2.0918 -1.9138
H 0.3499 -3.0690 0.2884
H 1.6680 -1.9576 0.2086
```

Computed properties:
* 2S+1: 1
* Kohn-Sham gap: 9.78 eV
* SMILES string: CC1(C)[NH2+][C@H]2C[C@]21I
* charge: +1
* energy above the lowest of the compared OMol25 structures with the same formula, charge and spin: 230.8 kJ/mol

Atomic partial charges in e from the Mulliken method, atoms 1 to 8: number 1, C, carries -1.395; number 2, C, carries 1.115; number 3, C, carries -1.508; number 4, N, carries -0.093; number 5, C, carries -0.171; number 6, C, carries -0.845; number 7, C, carries -0.305; number 8, I, carries 0.268

Please write out number 3 again, unchanged.
Formula: CH5N2S
Source: the OMol25 dataset
Level of theory: ωB97M-V/def2-TZVPD

XYZ file:
```
9
Properties=species:S:1:pos:R:3
C 0.7334 -0.3298 0.6108
N 1.0951 -0.9425 -0.5021
N -1.3239 0.6872 -0.1169
S 2.0484 0.5180 0.0609
H 0.5337 -0.6736 1.5999
H 1.5069 -1.8798 -0.6059
H -1.6152 1.6012 0.3214
H -2.0939 0.1401 -0.3124
H -0.8845 0.8792 -1.0557
```

Computed properties:
* 2S+1: 1
* Kohn-Sham gap: 8.83 eV
* charge: +1
* energy above the lowest of the compared OMol25 structures with the same formula, charge and spin: 310.2 kJ/mol

Atomic partial charges in e from the Mulliken method, atoms 1 to 8: number 1, C, carries 0.275; number 2, N, carries -0.328; number 3, N, carries -0.681; number 4, S, carries 0.147; number 5, H, carries 0.387; number 6, H, carries 0.319; number 7, H, carries 0.290; number 8, H, carries 0.259